1.
Formula: C46H39F15GeN7PdS2Si
Source: OMol25
Level of theory: ωB97M-V/def2-TZVPD

```
112
Properties=species:S:1:pos:R:3:forces:R:3
Pd -7.10195 -14.06647 16.66736 0.1646 -0.6668 -0.2985
S -5.05588 -12.70460 15.98063 -0.4139 -0.4833 0.2382
C -4.59118 -13.92670 14.77368 -0.6423 0.2021 0.3630
N -3.52806 -13.56960 14.14327 1.4876 -0.1721 -0.9023
N -2.98965 -14.54054 13.23003 0.5949 -0.0237 0.3909
C -3.43779 -14.64788 11.94011 -0.8289 0.5708 -1.5424
C -4.64789 -14.04035 11.51441 0.6564 -1.7550 -0.6020
C -5.21205 -14.39291 10.27773 -0.6495 0.5075 1.0740
C -4.54383 -15.20416 9.38265 -0.8243 0.2866 -0.6431
C -3.25199 -15.56283 9.67779 0.7954 -0.7203 -0.2335
C -2.70618 -15.33455 10.91898 -0.2197 0.9692 1.0279
N -5.27612 -15.05553 14.52613 -0.2416 -0.4318 -0.4947
N -6.41400 -15.26884 15.14303 0.4715 0.4689 0.1473
C -7.11879 -16.40520 14.75063 -0.1272 0.0056 -0.3341
C -7.94363 -16.99107 15.68981 -0.4667 -0.2533 1.1141
C -8.73558 -18.07576 15.38097 0.9986 -0.0575 -1.4802
C -8.61382 -18.62974 14.09095 -0.7207 -0.6410 0.8579
C -7.81167 -18.06155 13.12398 -0.1293 0.1595 -0.6665
C -7.10880 -16.90768 13.44271 1.2060 0.4607 -0.5220
H -1.96948 -14.56436 13.30063 -0.6353 0.1485 0.0979
H -5.21430 -13.47001 12.19628 -0.4479 0.6237 0.6434
H -6.24607 -14.03119 10.13132 0.6775 -0.2468 -0.3325
H -4.99495 -15.53342 8.44803 0.0287 0.2505 0.1562
H -2.65991 -16.07130 8.90682 -0.1408 0.1139 0.4166
H -1.67408 -15.55908 11.10466 0.3778 -0.4244 0.1471
H -7.94788 -16.61977 16.71981 -0.0436 0.1086 -0.3722
H -9.37905 -18.48234 16.12179 -0.4402 -0.4480 0.4219
H -9.13497 -19.55350 13.85247 -0.1609 0.1776 0.0380
H -7.83795 -18.50395 12.09566 0.3274 0.6018 1.0322
H -6.46502 -16.36661 12.72264 -0.5107 -0.5027 0.3567
C -3.60649 -15.78609 21.69060 1.1843 -1.3379 0.4695
C -4.00938 -16.78938 20.59019 -0.9965 -0.5132 1.9056
N -4.21939 -16.21189 19.30242 0.1779 0.1823 -0.7193
C -2.99234 -15.80502 18.61393 -0.5342 0.6987 -0.9320
C -2.55693 -14.36459 18.89566 0.5896 -0.4034 -0.2149
C -5.46331 -15.83865 18.86900 0.1340 -0.4046 1.5037
C -6.62943 -16.23420 19.72107 0.0231 -0.4714 0.8056
N -5.66694 -15.17922 17.80494 0.3032 0.7883 -0.3803
H -3.46825 -16.33041 22.64968 -0.1194 0.0841 -0.5142
H -4.36805 -15.06809 21.88715 -0.4523 0.8764 -0.1674
H -2.61862 -15.34708 21.48089 -0.5934 0.1411 0.0707
H -4.95833 -17.27408 20.95855 1.0967 0.2833 -0.5997
H -3.23921 -17.56929 20.54879 -0.1745 0.0531 -0.2326
H -3.06813 -15.96391 17.50677 -0.2023 0.0979 0.8494
H -2.22554 -16.46345 18.94815 0.6085 -0.6898 0.2449
H -3.32279 -13.67822 18.65848 -1.2069 0.7825 -0.0427
H -1.77412 -14.06514 18.20418 0.4178 -0.2120 0.0406
H -2.23146 -14.19697 19.92242 -0.0104 -0.0557 -0.1920
H -6.61082 -15.84261 20.78152 0.1182 -0.3330 -1.3035
H -6.71689 -17.33154 19.75060 0.0568 0.2372 0.1306
H -7.50131 -15.87053 19.22185 -0.4748 0.3595 -0.1703
H -4.78320 -14.86090 17.43116 0.0632 0.0496 -0.5885
C -6.74753 -11.15891 13.43247 -1.3065 2.1042 0.8869
Si -7.91261 -11.55901 14.88447 -0.4719 0.9436 0.2539
C -9.62751 -10.79478 14.47407 1.1528 -0.5184 -0.6648
C -7.47003 -10.47597 16.34238 0.5137 0.1690 0.3470
N -8.31985 -13.18108 15.36060 0.8081 0.9061 0.9660
C -8.92209 -13.97387 14.41563 0.8723 -0.3754 -1.6773
C -8.40951 -14.04010 13.09668 -1.1876 0.0118 0.1093
C -9.13717 -14.68280 12.09165 1.2735 -0.5003 0.6498
C -10.22495 -15.45469 12.43974 -1.1160 0.1603 0.5165
C -10.70645 -15.43511 13.75194 0.4527 -0.2183 -0.1566
C -10.03035 -14.73029 14.72888 -0.3850 0.2099 -0.1946
H -6.65592 -10.01725 13.60582 0.1550 -1.5982 -0.4359
H -7.28120 -11.27719 12.49745 0.0087 -0.1069 -0.3437
H -5.77975 -11.59845 13.40762 0.7489 -0.3365 0.0222
H -10.11730 -10.49867 15.37669 -0.4037 -0.0259 0.6954
H -10.16027 -11.59630 13.98681 -0.6388 -0.1334 -0.2177
H -9.60707 -9.93105 13.81984 0.1237 0.1735 -0.2720
H -7.47519 -9.45014 15.99306 0.1320 0.3931 -0.4512
H -6.50767 -10.61430 16.85540 -0.4055 -0.1021 -0.0765
H -8.28424 -10.48421 17.05951 -0.0191 -0.3058 0.2493
H -7.43815 -13.61870 12.91413 0.1406 0.2539 -0.2363
H -8.68508 -14.79129 11.11785 -0.0951 0.1743 -0.2874
H -10.76240 -16.07612 11.73857 0.0978 0.0837 -0.3318
H -11.58106 -16.01081 14.00791 -0.1296 -0.1520 0.0544
H -10.31320 -14.65096 15.75520 -0.5518 -0.3502 0.3843
F -7.01234 -13.94486 22.12887 -0.1531 0.0238 0.1411
C -7.56764 -12.74309 22.37168 -0.0053 0.1988 -0.4603
C -8.64908 -12.31951 21.58515 0.2935 0.3003 0.4590
C -9.08698 -11.01990 21.82440 -0.3734 0.2135 0.3353
F -10.05626 -10.41621 21.11554 -0.0465 -0.5932 -0.1894
C -8.57389 -10.23868 22.83681 0.6900 0.9160 0.6086
F -9.07391 -9.00209 23.14457 0.4296 -1.1849 -0.5408
C -7.43676 -10.66904 23.51978 -0.8382 0.2934 -0.1513
F -6.84930 -9.84496 24.36862 0.1806 0.1621 0.4331
C -6.94477 -11.93724 23.32222 0.5992 -0.5302 0.2495
F -5.85654 -12.33303 24.05710 -1.0641 0.1461 -0.9232
Ge -9.29093 -13.32940 20.00933 -0.5219 -0.9741 0.1277
S -7.86330 -12.76248 18.55171 0.4699 0.0300 0.0059
C -11.18567 -12.86231 19.61367 0.8220 -0.4544 -1.0229
C -12.10576 -12.57262 20.59243 -1.0654 0.2898 -0.9279
F -11.81672 -12.62369 21.87892 0.7537 0.0476 0.9766
C -13.41292 -12.21827 20.29625 0.2007 -0.8619 -0.7940
F -14.24648 -11.90350 21.28127 -0.3620 0.1617 0.0936
C -13.86655 -12.37270 18.97945 0.9090 0.8420 1.5683
F -15.10777 -12.05471 18.68972 -0.9006 -0.0473 -0.2871
C -12.97746 -12.70689 17.98962 0.5403 -0.6323 0.3666
F -13.46893 -12.86749 16.77967 -0.0208 0.0650 -1.0461
C -11.63463 -12.95697 18.28667 -0.4949 0.9200 0.3391
F -10.82050 -13.14910 17.23651 -0.2708 -0.1155 0.8063
C -9.69751 -15.28667 20.53429 0.0506 0.7451 0.6670
C -10.02297 -16.21462 19.55097 0.0908 0.6637 0.4132
F -9.99910 -15.84700 18.26495 0.0020 -0.0375 -0.0870
C -10.34822 -17.51378 19.86803 0.1923 -0.0583 -0.8498
F -10.57906 -18.45824 18.95520 -0.0734 0.1500 -0.4097
C -10.32264 -17.90932 21.16621 0.1317 -0.3625 1.5356
F -10.47911 -19.20242 21.43022 -0.2326 -0.3338 0.2108
C -10.06819 -17.02545 22.20580 0.1757 0.1565 -0.9873
F -10.01128 -17.43828 23.46415 -0.1358 -0.1798 0.2525
C -9.77466 -15.71428 21.86842 -0.0258 -0.3938 -0.6109
F -9.53986 -14.92187 22.91849 0.1324 0.5323 -0.1538
```
Positions in Å, forces in eV/Å.

## Properties
- orbital gap (spin up / spin down) (hartree) = 0.2258 / 0.2174
- net charge = -1
- 2S+1 = 3
- E_LUMO (spin up / spin down) (eV) = 1.82 / 1.00
- total energy (hartree) = -6948.2151
- HOMO level (spin up / spin down) (eV) = -4.3224 / -4.9143
- relative energy (zero: lowest compared OMol25 entry of this formula, charge and spin) (kJ/mol) = 0.0


2.
Formula: C46H40BrGe2HfN5O4S2
Source: OMol25
Level of theory: ωB97M-V/def2-TZVPD

```
101
Properties=species:S:1:pos:R:3:forces:R:3
Hf -0.78105 0.74262 0.45149 -0.4893 -0.8861 2.6807
Br -1.99363 7.82255 -1.31937 0.0026 -0.1280 0.0318
C -2.07580 5.99629 -0.84305 0.0037 0.2218 -0.1117
C -2.87255 5.12473 -1.58960 0.1336 0.0797 0.0420
C -2.92840 3.79074 -1.26779 -0.0650 -0.3986 0.2402
C -2.17908 3.26021 -0.21060 -0.3256 1.2586 0.1138
O -2.28125 1.96375 0.08852 0.3282 0.3607 -0.2158
C -1.36068 4.15605 0.53303 -0.3456 -0.1895 -0.1686
C -0.63242 3.70584 1.67461 -0.0788 -0.2466 0.0553
N -0.30562 2.46212 1.84467 0.0190 0.5114 -0.2885
C 0.05115 1.98528 3.12357 0.0781 -0.0193 0.7827
C 0.99233 2.52399 3.96138 -0.1632 -0.0067 -0.4054
C 1.27240 1.91549 5.19783 0.0241 -0.0860 0.2047
C 0.57017 0.82030 5.61290 0.0234 0.0569 0.0559
C -0.45608 0.28453 4.80292 -0.1750 -0.0082 -0.2888
C -1.26806 -0.80477 5.18659 0.0020 -0.0271 -0.1218
C -2.25224 -1.24423 4.34017 -0.0082 0.0350 0.1470
C -2.40612 -0.63270 3.09031 -0.0802 0.0862 -0.0529
N -1.63914 0.35923 2.66648 0.2847 -0.3898 -0.2142
C -0.69591 0.84647 3.53152 0.1705 0.3522 0.2995
C -1.34647 5.52674 0.21384 0.0046 -0.1057 0.0934
H -3.43982 5.50753 -2.42658 -0.0233 -0.0162 -0.0117
H -3.53419 3.10508 -1.84231 -0.0616 0.0558 -0.0126
H -0.42008 4.43294 2.45924 0.0326 -0.0677 0.0474
H 1.54231 3.40696 3.65938 0.0462 -0.0229 -0.0374
H 2.05732 2.32596 5.81781 -0.0269 0.0137 0.0316
H 0.77802 0.34875 6.56420 0.0203 0.0355 0.0276
H -1.10506 -1.27493 6.14807 -0.0185 -0.0353 0.0017
H -2.90034 -2.06567 4.60825 -0.0232 0.0136 0.0097
H -3.18578 -0.96157 2.41473 0.0939 -0.1093 -0.0289
H -0.72494 6.19933 0.79103 -0.0255 0.0140 0.0314
S -1.81201 -1.62109 0.07386 0.2322 0.5410 -0.5632
C -0.79969 -2.76515 -0.81578 0.0082 0.0742 0.0878
C -1.43594 -3.86075 -1.40576 -0.2384 -0.0294 0.1068
C -0.69772 -4.80572 -2.08963 0.0175 -0.1172 -0.0502
C 0.68467 -4.69707 -2.16919 -0.0459 0.0549 -0.0161
C 1.32180 -3.61922 -1.57598 0.0928 0.0865 -0.0121
C 0.58742 -2.64943 -0.91864 0.0246 0.0174 -0.0828
H -2.50732 -3.97543 -1.31179 0.0061 0.0142 -0.0169
H -1.19709 -5.64525 -2.55381 -0.0431 -0.0029 0.0371
H 1.26136 -5.44612 -2.69361 0.0051 -0.0281 0.0295
H 2.39718 -3.52616 -1.63038 0.0257 0.0059 0.0045
H 1.10284 -1.79786 -0.50802 0.0720 0.0784 0.0874
C -3.89967 -1.88815 -2.87085 0.1152 0.2613 -0.1044
Ge -3.53986 0.04518 -3.04036 -0.0394 -0.0194 0.1391
C -4.94562 0.93870 -1.96305 0.2562 -0.1318 -0.1034
C -3.74933 0.61116 -4.92752 0.1224 -0.1337 0.3763
Ge -1.23146 0.48819 -2.12398 -0.2487 -0.6919 -3.2132
C 0.12950 -0.48191 -3.19088 -0.2813 -0.0095 0.3606
C 1.48112 -0.17672 -3.00387 -0.0320 -0.0230 0.1273
C 2.46047 -0.79680 -3.75747 0.0990 -0.0597 0.0127
C 2.10382 -1.74041 -4.71311 -0.0148 0.0056 0.0411
C 0.76449 -2.03288 -4.92839 -0.0146 -0.0310 -0.1286
C -0.21526 -1.40770 -4.17221 -0.0762 -0.0511 0.1500
C -0.54012 2.30090 -2.60159 0.0809 0.0149 0.5095
C 0.31025 2.98462 -1.73835 -0.0904 -0.2437 -0.2978
C 0.80760 4.23888 -2.05885 0.1108 0.0573 0.1905
C 0.45739 4.82128 -3.26667 0.0194 0.0203 -0.0183
C -0.36164 4.13786 -4.15615 0.0015 -0.0161 0.0072
C -0.85467 2.88595 -3.82343 -0.0626 -0.2100 0.0100
H -4.91126 -2.08636 -3.22632 -0.0219 0.0463 -0.0356
H -3.84049 -2.17955 -1.82408 -0.0385 0.0075 -0.0131
H -3.20445 -2.49628 -3.44719 0.0089 -0.0147 0.0125
H -5.77817 0.24211 -1.86572 -0.0207 -0.0160 -0.0359
H -5.31468 1.83352 -2.46321 0.0081 0.0331 0.0086
H -4.60645 1.19951 -0.96200 0.0065 0.0125 0.0110
H -4.79866 0.47643 -5.19122 -0.0227 -0.0228 0.0065
H -3.14508 0.00169 -5.59729 0.0488 0.0168 -0.0051
H -3.49632 1.65985 -5.07082 -0.0121 0.0156 0.0059
H 1.77627 0.55241 -2.25307 0.0109 0.0312 -0.0698
H 3.50421 -0.55529 -3.60178 -0.0025 0.0037 0.0165
H 2.87142 -2.24471 -5.28482 -0.0166 0.0235 -0.0487
H 0.48355 -2.73992 -5.69817 -0.0046 -0.0386 0.0249
H -1.26052 -1.63848 -4.34321 0.0337 -0.0859 -0.0418
H 0.61212 2.51350 -0.78745 0.1636 0.1853 0.0025
H 1.45532 4.76692 -1.36983 0.0276 -0.0033 -0.0158
H 0.83189 5.80426 -3.51802 0.0151 0.0059 -0.0066
H -0.61587 4.58283 -5.10918 0.0092 -0.0001 -0.0139
H -1.47326 2.33446 -4.52114 -0.0300 0.1199 -0.0577
O 5.12548 -6.56825 2.67853 -0.0391 -0.1549 -0.0029
S 4.02175 -6.12924 3.50435 0.6107 0.5936 0.3074
O 2.77018 -5.93166 2.80629 -0.1986 0.0970 -0.1034
O 3.90110 -6.72315 4.81481 0.0477 -0.0888 0.0408
C 4.57389 -4.38912 3.90766 -0.7096 -1.1103 -0.4954
N 5.62798 -4.15864 4.68329 0.4068 0.2904 0.0200
C 5.94571 -2.88758 4.88480 -0.2965 -0.2524 0.0502
C 5.15755 -1.83506 4.41716 -0.1347 0.3984 -0.0705
C 4.06831 -2.18643 3.63700 0.5802 -0.6619 0.1886
N 3.81810 -3.46620 3.34189 -0.1535 0.7469 0.2588
C 3.08262 -1.30398 2.99685 -0.3416 0.0878 -0.3723
C 3.32885 -0.03748 2.46393 0.0292 -0.1026 0.1808
C 2.37440 0.55912 1.67218 0.0082 0.2443 -0.3023
N 1.18691 -0.00229 1.38158 0.0257 -0.2588 -0.0274
C 0.92477 -1.20133 1.96627 0.3567 -0.1052 -0.0006
C 1.82020 -1.86578 2.75654 0.0677 0.0972 -0.0123
H 6.83911 -2.70366 5.47035 -0.0239 0.0723 0.0425
H 5.37212 -0.80958 4.68982 0.0732 0.0063 -0.0589
H 4.27417 0.46123 2.62681 0.0342 -0.0097 -0.0618
H 2.56911 1.52260 1.21415 -0.0071 0.0100 0.0237
H -0.02363 -1.66529 1.73949 -0.0060 0.0244 0.0564
H 1.59018 -2.85365 3.13297 0.0475 -0.0295 -0.0145
```
Positions in Å, forces in eV/Å.

## Properties
- orbital gap (spin up / spin down) (hartree) = 0.1620 / 0.1043
- net charge = +1
- 2S+1 = 2
- E_LUMO (spin up / spin down) (eV) = -4.59 / -6.16
- total energy (hartree) = -9923.6950
- HOMO level (spin up / spin down) (eV) = -9.0037 / -9.0037
- relative energy (zero: lowest compared OMol25 entry of this formula, charge and spin) (kJ/mol) = 213.1


The lowest 2S+1 belongs to which entry? C46H40BrGe2HfN5O4S2


The highest total energy belongs to which entry? C46H39F15GeN7PdS2Si


Among the records above, which one has the lowest relative energy (zero: lowest compared OMol25 entry of this formula, charge and spin)? C46H39F15GeN7PdS2Si


Among the records above, which one has the lowest relative energy (zero: lowest compared OMol25 entry of this formula, charge and spin)? C46H39F15GeN7PdS2Si